1.
Below is a single C2H7N3 molecule, with properties calculated with the ωB97M-V functional and the def2-TZVPD basis.

The calculation puts the energy relative to the best compared isomer or geometry (same formula, charge and spin) at 23.0 kcal/mol. For the gap between HOMO and LUMO, the calculation gives 10.18 eV. Its net charge is 0. The max |F| comes out at 4.64 eV/A. The SMILES is [H]/N=C(\N)CN. The molar mass is 73.1 u.

Positions of all 12 atoms, in Å:
C1 -0.71857 -0.00029 0.74953
H1 -0.79319 1.12125 0.99461
C2 0.12107 0.10939 -0.52226
H2 -1.81044 -0.32796 0.54080
H3 -1.40674 1.11951 -1.46227
H4 0.11137 1.28487 -2.28136
H5 -0.37841 -1.94236 1.73862
H6 1.80760 -0.00203 -1.38695
N1 -0.12760 -0.79229 1.87264
N2 -0.49507 0.78124 -1.60881
H7 0.91958 -0.66831 1.93031
N3 1.35627 -0.16603 -0.46917

Atoms 1-6, force components in eV/Å:
-0.746 0.375 0.271
-0.026 -1.547 0.356
-0.205 1.193 -0.634
1.874 0.345 0.307
-0.950 0.514 -0.020
-0.835 -0.608 0.935

Atomic partial charges in e from the natural (NBO) method, atoms 1 to 4: number 1, C, carries -0.2826; number 2, H, carries 0.2037; number 3, C, carries 0.4301; number 4, H, carries 0.2074

---

2.
Below is a single C2H7N3 molecule, with properties calculated with the ωB97M-V functional and the def2-TZVPD basis.

The calculation puts the energy relative to the best compared isomer or geometry (same formula, charge and spin) at 22.3 kcal/mol. For the gap between HOMO and LUMO, the calculation gives 10.18 eV. Its net charge is 0. The max |F| comes out at 0.78 eV/A. The SMILES is [H]/N=C(/C)NN. The molar mass is 73.1 u.

Positions of all 12 atoms, in Å:
H1 -2.12901 0.37710 0.09488
H2 -1.97498 -1.04009 -0.97954
N1 1.48635 0.28741 1.38193
H3 -0.53779 0.53412 1.50920
C1 -1.57610 -0.04691 -0.75314
N2 0.19943 0.28842 0.84830
H4 1.89076 -0.65337 1.32590
H5 -1.72927 0.58874 -1.64436
H6 1.66351 -0.58704 -0.92309
N3 0.72603 -0.55954 -1.30046
C2 -0.10203 -0.11937 -0.43016
H7 2.08309 0.93054 0.87055

Atoms 1-6, force components in eV/Å:
-0.026 -0.082 -0.296
0.167 0.152 0.065
0.102 -0.447 -0.054
0.528 -0.188 -0.549
-0.072 0.378 -0.138
-0.339 0.276 0.427

Atomic partial charges in e from the natural (NBO) method, atoms 1 to 4: number 1, H, carries 0.2001; number 2, H, carries 0.2383; number 3, N, carries -0.6449; number 4, H, carries 0.3857

---

3.
Below is a single C2H7N3 molecule, with properties calculated with the ωB97M-V functional and the def2-TZVPD basis.

The calculation puts the energy relative to the best compared isomer or geometry (same formula, charge and spin) at 92.1 kcal/mol. For the gap between HOMO and LUMO, the calculation gives 10.38 eV. Its net charge is 0. The max |F| comes out at 10.55 eV/A. The SMILES is [H]/N=C\N(C)N. The molar mass is 73.1 u.

Positions of all 12 atoms, in Å:
H1 2.08772 -1.45983 0.07846
H2 2.57000 -0.02779 -0.27962
C1 1.71084 -0.40148 0.17754
N1 0.19926 1.20845 0.02733
N2 -1.91338 -0.24383 0.17379
N3 0.40842 0.05932 -0.40844
H3 -0.62368 -1.93378 -0.43181
H4 1.63499 -0.20849 1.36114
H5 -1.95442 0.72069 0.23636
C2 -0.71492 -0.77578 -0.09896
H6 -0.45522 1.10587 0.73911
H7 -0.09505 1.69936 -0.72389

Atoms 1-6, force components in eV/Å:
-1.755 0.206 -0.013
0.933 2.163 -0.599
-0.752 -2.424 2.984
1.291 6.616 2.793
3.114 -5.265 -0.649
2.488 -10.206 -0.991

Atomic partial charges in e from the natural (NBO) method, atoms 1 to 4: number 1, H, carries 0.2039; number 2, H, carries 0.2095; number 3, C, carries -0.4378; number 4, N, carries -0.6307

---

Q: What is the net charge in the second record?
A: 0

---

Q: What is the max |F| in the first record?
A: 4.64 eV/A

---

Q: The lowest energy relative to the best compared isomer or geometry (same formula, charge and spin) belongs to which entry?
A: number 2